1.
C6H33NO13 | ωB97M-V/def2-TZVPD

Last column: natural (NBO) charge in e.
Element x y z (Å)
N1 2.065 1.306 1.871  -0.89
C1 1.842 -0.061 1.508  0.28
C2 2.247 -1.065 2.390  -0.52
C3 1.901 -2.440 2.044  -0.36
C4 1.073 -2.677 0.954  -0.26
C5 0.823 -1.634 0.037  -0.35
C6 1.171 -0.284 0.302  -0.46
H1 2.194 1.538 2.836  0.39
H2 1.318 1.926 1.597  0.37
H3 2.743 -0.894 3.311  0.19
H4 2.211 -3.163 2.775  0.18
H5 0.682 -3.666 0.795  0.18
H6 0.297 -1.872 -0.895  0.17
H7 0.712 0.515 -0.241  0.20
H8 -1.623 -3.340 -0.365  0.47
H9 -1.904 -1.989 0.157  0.51
O1 -2.362 -2.876 0.053  -0.98
H10 2.708 1.405 -1.681  0.52
H11 2.371 1.805 -3.133  0.47
O2 2.098 1.218 -2.421  -0.99
H12 0.375 -1.468 -3.763  0.49
H13 1.542 -0.573 -3.235  0.51
O3 1.064 -0.850 -4.028  -1.00
H14 0.100 0.692 -4.530  0.51
H15 -1.360 0.538 -4.056  0.49
O4 -0.655 1.183 -4.161  -0.98
H16 -2.863 -0.186 1.890  0.45
H17 -1.644 -0.862 2.576  0.50
O5 -2.067 -0.689 1.672  -1.00
H18 -3.283 -0.569 -1.541  0.49
H19 -3.602 -1.928 -0.992  0.50
O6 -3.943 -1.294 -1.663  -0.99
H20 2.811 3.194 -0.258  0.48
H21 3.703 2.196 0.363  0.51
O7 3.502 2.564 -0.514  -0.97
H22 -1.452 1.489 -0.928  0.51
H23 -1.605 0.434 0.342  0.51
O8 -2.052 0.997 -0.320  -1.07
H24 -1.976 -1.631 -4.354  0.47
H25 -2.489 -1.521 -2.825  0.51
O9 -1.734 -1.497 -3.439  -1.00
H26 0.611 2.181 4.453  0.46
H27 0.042 2.561 3.162  0.50
O10 0.843 2.739 3.701  -0.98
H28 -1.797 1.362 2.391  0.48
H29 -1.740 2.355 1.240  0.51
O11 -1.246 2.077 2.059  -0.99
H30 -0.774 -1.705 4.346  0.47
H31 0.227 -1.135 3.408  0.51
O12 -0.664 -0.921 3.786  -0.99
H32 -0.549 2.106 -2.855  0.50
H33 0.529 2.093 -1.939  0.49
O13 -0.424 2.314 -1.885  -1.02

Calculated values
* 2S+1: 2
* total energy: -1281.30798 Ha
* charge: -1
* HOMO energy (spin up / spin down): 0.0 / -4.2 eV
* gap between HOMO and LUMO (spin up / spin down): 2.74 / 6.83 eV



2.
C25H17AsBrN2O2PdS2 | ωB97M-V/def2-TZVPD

Last column: natural (NBO) charge in e.
Element x y z (Å)
Pd1 -1.895 -0.688 -0.853  0.64
S1 -3.429 0.169 0.610  -0.05
C1 -2.693 1.505 1.468  -0.16
C2 -3.509 2.374 2.207  -0.23
C3 -2.961 3.439 2.898  -0.19
C4 -1.590 3.678 2.875  -0.28
C5 -0.771 2.821 2.160  -0.13
C6 -1.314 1.745 1.470  -0.42
As1 -0.307 0.398 0.531  1.10
C7 0.564 -0.590 1.957  -0.26
C8 1.465 0.037 2.817  -0.23
C9 2.053 -0.675 3.848  -0.23
C10 1.743 -2.020 4.025  -0.21
C11 0.845 -2.643 3.174  -0.20
C12 0.249 -1.931 2.137  -0.24
C13 1.194 1.380 -0.209  -0.36
C14 2.456 0.807 -0.286  -0.15
C15 3.500 1.496 -0.890  -0.23
C16 3.287 2.761 -1.418  -0.21
C17 2.024 3.337 -1.345  -0.20
C18 0.981 2.646 -0.748  -0.21
H1 -4.579 2.207 2.215  0.22
H2 -3.613 4.103 3.453  0.20
H3 -1.172 4.524 3.406  0.20
H4 0.299 2.996 2.128  0.20
H5 1.712 1.084 2.680  0.21
H6 2.752 -0.184 4.514  0.21
H7 2.205 -2.579 4.830  0.21
H8 0.598 -3.689 3.307  0.22
H9 -0.464 -2.417 1.478  0.28
H10 2.631 -0.180 0.126  0.22
H11 4.481 1.041 -0.948  0.21
H12 4.101 3.297 -1.889  0.21
H13 1.851 4.321 -1.760  0.21
H14 -0.006 3.091 -0.705  0.23
Br1 -0.422 0.925 -3.448  0.09
C19 -0.200 -0.947 -3.367  0.17
C20 0.381 -1.580 -4.449  -0.28
C21 0.561 -2.949 -4.378  -0.15
C22 0.165 -3.620 -3.237  -0.22
C23 -0.426 -2.917 -2.201  0.14
N1 -0.604 -1.584 -2.272  -0.48
C24 -0.896 -3.682 -0.940  0.74
O1 -0.489 -4.847 -0.868  -0.71
O2 -1.574 -3.013 -0.131  -0.77
H15 0.667 -1.003 -5.315  0.23
H16 1.000 -3.482 -5.212  0.21
H17 0.277 -4.685 -3.104  0.26
S2 -4.111 -2.145 -4.676  -0.31
C25 -3.668 -1.365 -3.316  0.17
N2 -3.354 -0.767 -2.351  -0.65

Calculated values
* total energy: -6957.06453 Ha
* charge: -1
* HOMO energy: -4.9 eV
* gap between HOMO and LUMO: 7.18 eV



3.
Cl3Na4O12 | ωB97M-V/def2-TZVPD

Last column: natural (NBO) charge in e.
Element x y z (Å)
Na1 -0.141 -2.402 0.928  0.98
Na2 0.588 2.591 -1.754  0.99
Na3 0.536 0.253 2.293  0.96
Na4 2.203 -0.267 -0.276  0.95
Cl1 1.351 -2.691 -1.914  2.56
O1 0.200 -3.303 -2.553  -0.79
O2 1.882 -1.594 -2.570  -0.88
O3 1.102 -2.294 -0.596  -1.00
O4 2.403 -3.765 -1.814  -0.86
Cl2 -1.817 2.493 2.161  2.55
O5 -0.991 3.606 1.740  -0.86
O6 -2.752 2.258 1.125  -0.89
O7 -1.090 1.307 1.986  -0.95
O8 -2.566 2.757 3.409  -0.76
Cl3 -0.152 0.313 -0.494  2.47
O9 0.209 -1.032 0.060  -1.01
O10 -0.042 1.159 0.635  -0.83
O11 0.612 0.622 -1.640  -0.90
O12 -1.535 -0.011 -0.726  -0.73

Calculated values
* total energy: -2931.34735 Ha
* charge: +1
* HOMO energy: -12.3 eV
* gap between HOMO and LUMO: 6.47 eV



4.
C35H52ClMnN2O3P2SSb2 | ωB97M-V/def2-TZVPD

Last column: Löwdin spin population.
Element x y z (Å)
Mn1 -1.459 -0.779 0.218  2.23
C1 -2.145 0.000 3.778  -0.01
P1 -1.120 -0.821 2.513  -0.09
C2 0.552 -0.377 3.078  -0.01
C3 -1.273 -2.606 2.855  -0.01
C4 -0.627 -3.217 3.924  0.00
C5 -0.767 -4.583 4.125  0.00
C6 -1.550 -5.343 3.267  0.00
C7 -2.211 -4.742 2.206  0.00
C8 -2.070 -3.375 1.994  0.00
P2 -2.969 -2.457 0.705  -0.08
C9 -3.480 -3.601 -0.612  -0.02
C10 -4.566 -2.184 1.549  -0.01
H1 -1.908 -0.439 4.747  0.00
H2 -3.209 -0.125 3.585  0.00
H3 -1.906 1.064 3.794  0.00
H4 0.590 -0.412 4.166  0.00
H5 0.781 0.638 2.750  0.00
H6 1.281 -1.064 2.657  0.00
H7 -0.010 -2.641 4.601  0.00
H8 -0.255 -5.057 4.951  0.00
H9 -1.643 -6.409 3.423  0.00
H10 -2.832 -5.341 1.552  0.00
H11 -4.129 -4.367 -0.190  0.00
H12 -2.637 -4.063 -1.116  0.00
H13 -4.050 -3.027 -1.345  0.00
H14 -4.946 -3.157 1.857  0.00
H15 -5.277 -1.719 0.866  0.00
H16 -4.436 -1.571 2.439  0.00
C11 5.023 -1.955 0.713  0.01
Sb1 3.693 -0.354 0.164  0.21
C12 4.166 -0.298 -1.933  0.01
C13 5.147 1.398 0.954  0.23
C14 5.179 2.394 -0.072  0.07
C15 6.122 2.249 -1.117  0.08
C16 6.212 3.160 -2.138  0.00
C17 5.330 4.244 -2.172  0.13
C18 4.394 4.409 -1.165  -0.01
C19 4.299 3.522 -0.092  0.10
C20 3.347 3.816 0.993  0.02
Sb2 1.332 2.894 0.733  0.02
C21 0.513 4.151 2.312  0.01
C22 0.785 4.203 -0.904  0.00
H17 6.027 -1.710 0.370  0.00
H18 4.673 -2.858 0.219  0.00
H19 5.027 -2.097 1.791  0.00
H20 5.237 -0.451 -2.047  0.00
H21 3.875 0.650 -2.381  0.00
H22 3.630 -1.118 -2.405  0.00
H23 6.046 0.794 1.044  0.02
H24 4.728 1.668 1.916  0.01
H25 6.807 1.411 -1.080  0.00
H26 6.961 3.045 -2.909  0.00
H27 5.392 4.963 -2.978  0.01
H28 3.747 5.277 -1.178  0.00
H29 3.087 4.872 1.025  0.00
H30 3.670 3.476 1.974  0.00
H31 0.406 5.169 1.939  0.00
H32 1.199 4.162 3.158  0.00
H33 -0.457 3.777 2.639  0.00
H34 0.656 5.214 -0.521  0.00
H35 -0.134 3.864 -1.379  0.00
H36 1.590 4.196 -1.636  0.00
C23 -5.038 1.228 1.620  0.00
N1 -4.916 2.035 0.432  0.00
C24 -5.893 3.095 0.136  0.00
C25 -5.387 3.675 -1.197  0.00
N2 -4.158 2.907 -1.421  0.00
C26 -3.972 1.984 -0.489  0.01
S1 -2.581 0.964 -0.550  -0.02
H37 -4.934 1.849 2.512  0.00
H38 -4.262 0.468 1.607  0.00
H39 -6.023 0.761 1.644  0.00
H40 -5.894 3.829 0.943  0.00
H41 -6.893 2.669 0.066  0.00
H42 -5.160 4.737 -1.126  0.00
H43 -6.091 3.522 -2.013  0.00
H44 -3.629 2.976 -2.276  0.00
C27 -0.491 -3.924 -4.039  0.00
C28 -0.093 -2.481 -3.915  0.00
C29 0.596 -1.860 -4.953  0.00
C30 0.972 -0.528 -4.888  0.00
Cl1 1.892 0.178 -6.158  0.00
C31 0.613 0.244 -3.792  0.00
C32 -0.051 -0.368 -2.748  0.00
C33 -0.383 -1.713 -2.789  0.00
O1 -0.960 -2.319 -1.635  0.02
C34 0.017 -3.153 -0.995  0.00
C35 0.997 -2.197 -0.327  0.01
O2 2.204 -2.327 -0.489  0.07
O3 0.410 -1.240 0.321  0.01
H45 -0.847 -4.126 -5.047  0.00
H46 -1.277 -4.188 -3.333  0.00
H47 0.364 -4.583 -3.874  0.00
H48 0.844 -2.439 -5.833  0.00
H49 0.860 1.295 -3.757  0.00
H50 -0.306 0.214 -1.875  0.00
H51 0.525 -3.800 -1.706  0.00
H52 -0.494 -3.746 -0.234  0.00

Calculated values
* 2S+1: 4
* total energy: -4871.76112 Ha
* charge: +3
* HOMO energy (spin up / spin down): -14.3 / -14.5 eV
* gap between HOMO and LUMO (spin up / spin down): 4.53 / 5.60 eV



5.
C4H5F2N | ωB97M-V/def2-TZVPD

Last column: natural (NBO) charge in e.
Element x y z (Å)
C1 -0.958 0.417 0.208  0.16
C2 0.408 1.089 -0.052  -0.58
C3 0.149 -1.493 -0.043  -0.29
C4 1.391 -0.081 -0.152  0.69
N1 -1.071 -0.815 0.093  -0.40
F1 2.118 -0.156 1.078  -0.38
F2 2.342 -0.272 -1.108  -0.33
H1 -1.653 1.189 0.452  0.18
H2 0.369 1.697 -0.924  0.24
H3 0.642 1.656 0.782  0.24
H4 0.077 -2.116 -1.016  0.21
H5 0.620 -2.125 0.836  0.24

Calculated values
* total energy: -409.83541 Ha
* SMILES: FC1(F)CC=NC1
* HOMO energy: -9.6 eV
* gap between HOMO and LUMO: 10.50 eV



6.
CH2O3S | ωB97M-V/def2-TZVPD

Last column: natural (NBO) charge in e.
Element x y z (Å)
C1 -0.071 -0.281 0.029  0.10
O1 1.140 1.541 1.538  -0.90
O2 -0.570 1.199 -0.424  -0.68
O3 -0.096 -1.124 -1.069  -0.70
S1 0.999 1.098 0.147  1.47
H1 -0.727 -0.489 0.835  0.20
H2 -0.676 -1.945 -1.057  0.51

Calculated values
* total energy: -663.12579 Ha
* HOMO energy: -10.2 eV
* gap between HOMO and LUMO: 10.43 eV